Record 1
Here is C6H8OS in the gas phase from the Open Molecules 2025 dataset. Energies are from ωB97M-V/def2-TZVPD.

Calculated values
Net charge = 0
Orbital gap = 0.308 Ha
F_max = 6.8 eV Å⁻¹
Relative energy (zero: lowest compared OMol25 entry of this formula, charge and spin) = 5.088 eV
HOMO energy = -8.642 eV

Last column: Mulliken charge in e.
Cartesian coordinates (Å):
C: -0.080 0.024 -2.405  -1.00
C: -0.007 0.341 -0.980  0.79
C: -1.067 0.688 -0.145  -0.52
C: -1.122 0.447 1.149  0.02
C: -0.041 0.609 2.077  -0.94
O: 1.176 -0.044 -0.356  -0.28
C: 1.312 -1.479 -0.467  -0.13
S: 2.811 -1.918 0.064  -0.25
H: 0.804 -0.224 -2.861  0.43
H: -0.933 0.436 -2.942  0.29
H: -2.027 0.328 -0.653  0.19
H: -2.173 0.103 1.752  0.20
H: -0.153 1.780 2.553  0.25
H: 0.935 0.819 1.492  0.28
H: 0.097 -0.117 2.982  0.29
H: 0.469 -1.791 -1.259  0.40

Record 2
Here is C6H8S in the gas phase from the Open Molecules 2025 dataset. Energies are from ωB97M-V/def2-TZVPD.

Calculated values
Net charge = 0
Orbital gap = 0.307 Ha
F_max = 0.9 eV Å⁻¹
Relative energy (zero: lowest compared OMol25 entry of this formula, charge and spin) = 1.634 eV
HOMO energy = -7.637 eV

Last column: Mulliken charge in e.
Cartesian coordinates (Å):
C: 0.684 -1.327 -0.169  -0.39
C: 2.045 -1.274 -0.246  -0.48
C: 0.448 1.033 -0.836  -0.59
C: 1.478 1.226 0.205  -0.36
C: -0.086 -0.161 -0.100  0.62
C: -1.406 -0.083 0.601  -1.32
S: 2.823 0.178 0.255  -0.13
H: 0.204 -2.295 -0.124  0.32
H: 2.693 -2.101 -0.463  0.37
H: -0.259 1.855 -0.894  0.32
H: 0.850 0.805 -1.824  0.27
H: 1.396 1.969 0.975  0.39
H: -2.134 0.470 0.006  0.33
H: -1.308 0.421 1.564  0.26
H: -1.796 -1.080 0.798  0.38

Record 3
Here is C6H8S in the gas phase from the Open Molecules 2025 dataset. Energies are from ωB97M-V/def2-TZVPD.

Calculated values
Net charge = 0
Orbital gap = 0.302 Ha
F_max = 4.4 eV Å⁻¹
Relative energy (zero: lowest compared OMol25 entry of this formula, charge and spin) = 4.674 eV
HOMO energy = -8.198 eV

Last column: Mulliken charge in e.
Cartesian coordinates (Å):
C: 1.065 1.540 -0.046  -0.35
C: 2.174 0.859 -0.237  -0.50
S: 1.738 -1.177 0.027  -0.28
C: -0.399 -1.705 0.440  -0.15
C: -1.076 -1.317 -0.815  -0.54
C: -1.033 -0.392 0.481  -0.33
C: -0.320 1.060 0.389  -0.45
H: 1.007 2.584 0.032  0.35
H: 3.181 1.197 -0.337  0.39
H: -0.602 -2.583 1.051  0.37
H: -1.882 -1.958 -1.144  0.27
H: -0.518 -0.925 -1.592  0.26
H: -2.024 -0.380 0.890  0.39
H: -0.396 1.700 1.307  0.30
H: -0.914 1.497 -0.449  0.26

Record 4
Here is 2 unconnected molecules or ions with the total composition C6H9B from the Open Molecules 2025 dataset. Energies are from ωB97M-V/def2-TZVPD.

Calculated values
Net charge = 0
Orbital gap = 0.339 Ha
F_max = 3.6 eV Å⁻¹
Relative energy (zero: lowest compared OMol25 entry of this formula, charge and spin) = 4.674 eV
HOMO energy = -9.272 eV

Last column: Mulliken charge in e.
Cartesian coordinates (Å):
C: -1.415 -1.584 0.283  -0.49
C: -0.963 -1.434 -0.860  -0.11
C: 0.134 -0.850 -1.569  -0.20
C: 0.974 -0.403 -0.296  -0.39
C: 0.718 -0.740 0.972  -0.35
C: -0.567 -1.339 1.472  -0.23
H: -0.144 0.046 -2.195  0.22
H: 0.615 -1.677 -2.108  0.29
H: 1.946 0.166 -0.638  0.31
H: 1.435 -0.425 1.756  0.33
H: -0.311 -2.223 2.091  0.36
H: -1.125 -0.590 2.080  0.25
B: -0.270 2.789 -0.257  0.14
H: -0.619 3.037 -1.326  -0.05
H: -0.876 1.852 0.212  -0.04
H: 0.469 3.376 0.383  -0.04

Please write out number 2 again, unchanged.
Here is C6H8S in the gas phase from the Open Molecules 2025 dataset. Energies are from ωB97M-V/def2-TZVPD.

Calculated values
Net charge = 0
Orbital gap = 0.307 Ha
F_max = 0.9 eV Å⁻¹
Relative energy (zero: lowest compared OMol25 entry of this formula, charge and spin) = 1.634 eV
HOMO energy = -7.637 eV

Last column: Mulliken charge in e.
Cartesian coordinates (Å):
C: 0.684 -1.327 -0.169  -0.39
C: 2.045 -1.274 -0.246  -0.48
C: 0.448 1.033 -0.836  -0.59
C: 1.478 1.226 0.205  -0.36
C: -0.086 -0.161 -0.100  0.62
C: -1.406 -0.083 0.601  -1.32
S: 2.823 0.178 0.255  -0.13
H: 0.204 -2.295 -0.124  0.32
H: 2.693 -2.101 -0.463  0.37
H: -0.259 1.855 -0.894  0.32
H: 0.850 0.805 -1.824  0.27
H: 1.396 1.969 0.975  0.39
H: -2.134 0.470 0.006  0.33
H: -1.308 0.421 1.564  0.26
H: -1.796 -1.080 0.798  0.38